{"formula": "C5H7NO", "method": "ωB97M-V/def2-TZVPD", "elements": ["C", "C", "O", "C", "C", "C", "N", "H", "H", "H", "H", "H", "H", "H"], "coordinates": [[1.603, 0.047, 0.248], [0.179, -0.556, 0.137], [0.267, -1.935, -0.058], [-1.205, -0.099, 0.700], [-0.792, 0.231, -0.714], [-0.500, 1.616, -0.966], [-0.275, 2.747, -1.072], [2.349, -0.743, 0.402], [1.710, 0.782, 1.042], [1.889, 0.553, -0.688], [-0.539, -2.275, 0.343], [-1.302, 0.681, 1.448], [-2.115, -0.724, 0.689], [-1.270, -0.324, -1.511]], "forces_ev_per_angstrom": [[-0.3, 0.0, 0.2], [-0.2, 0.4, 0.2], [-0.4, -0.1, -0.2], [0.4, 0.2, 0.1], [-0.1, 0.1, -0.4], [0.2, 1.1, -0.2], [-0.2, -1.0, 0.0], [-0.5, 0.1, 0.2], [-0.1, 0.0, 0.1], [-0.3, -0.2, 0.3], [0.2, -0.5, -0.1], [0.3, 0.1, -0.3], [1.0, -0.4, 0.3], [-0.1, 0.2, 0.0]], "homo_lumo_gap_ev": 10.70, "e_homo_ev": -10.01, "total_energy_ha": -324.6531, "de_lowest_ev": 1.943, "smiles": "C[C@@]1(O)C[C@H]1C#N"}